Molecular formula: C26H25NO2
Method: DFT, ωB97M-V with the def2-TZVPD basis set

structure (SMILES): O=C(c1ccccc1)C(C(=O)c1ccccc1)[C@H](c1ccccc1)N1CCCC1
E_tot: -32951.3920 eV
Kohn-Sham gap: 8.11 eV
energy above the lowest of the compared OMol25 structures with the same formula, charge and spin: 0.0 kcal per mole
HOMO: -7.985 eV

Structure (XYZ):
```
54
Properties=species:S:1:pos:R:3:forces:R:3
O 1.240 1.479 -2.401 -0.342 -1.553 1.108
C 1.151 0.436 -1.753 0.336 1.769 0.024
C 2.352 -0.484 -1.775 0.163 -0.929 0.221
C 2.278 -1.893 -1.680 0.257 0.880 0.097
C 3.453 -2.648 -1.749 -0.315 -0.696 0.239
C 4.699 -2.046 -1.911 0.238 0.098 0.122
C 4.789 -0.661 -1.940 -0.390 0.494 0.205
C 3.621 0.106 -1.867 -0.039 0.123 0.006
C -0.096 0.174 -0.826 -0.942 -0.247 -1.003
C -1.353 0.511 -1.662 -0.327 1.843 -0.136
O -1.477 1.631 -2.172 0.422 -1.739 0.977
C -2.527 -0.416 -1.779 -0.733 -1.030 0.069
C -2.459 -1.829 -1.677 -0.181 0.981 0.010
C -3.614 -2.601 -1.862 0.119 -0.456 0.238
C -4.846 -2.002 -2.132 -0.088 0.338 0.051
C -4.940 -0.611 -2.180 0.396 0.370 0.284
C -3.792 0.165 -1.995 0.067 0.049 -0.016
C -0.034 1.139 0.524 0.909 0.986 -2.495
C 1.311 0.756 1.060 -0.682 0.290 0.254
C 1.485 -0.550 1.506 0.847 -0.283 0.444
C 2.762 -0.944 1.907 0.120 0.110 0.521
C 3.802 -0.003 1.942 0.498 0.350 -0.097
C 3.605 1.323 1.498 0.042 -0.825 0.269
C 2.334 1.687 1.053 0.787 0.258 -0.036
N -1.032 1.286 1.498 -1.562 -0.241 -0.400
C -1.025 0.774 2.850 0.542 -0.749 0.630
C -2.346 1.228 3.512 0.372 -0.194 0.052
C -3.148 1.908 2.403 -0.019 -0.125 0.409
C -2.144 2.218 1.285 0.186 0.659 -0.062
H 1.299 -2.344 -1.506 0.352 -0.140 -0.155
H 3.418 -3.741 -1.598 -0.116 0.655 -0.293
H 5.623 -2.635 -1.958 -0.525 0.093 0.051
H 5.756 -0.146 -1.945 -0.377 -0.317 -0.156
H 3.683 1.194 -1.828 -0.021 -0.291 -0.178
H -0.090 -0.847 -0.493 -0.116 -0.633 -0.022
H -1.488 -2.254 -1.425 -0.331 -0.275 -0.175
H -3.594 -3.696 -1.736 0.209 0.655 -0.190
H -5.761 -2.587 -2.264 0.481 0.016 0.076
H -5.902 -0.097 -2.295 0.402 -0.377 -0.079
H -3.864 1.255 -1.988 0.066 -0.374 -0.140
H -0.007 2.040 -0.141 0.320 0.200 1.256
H 0.647 -1.258 1.600 0.460 0.437 -0.324
H 2.937 -1.970 2.267 -0.063 0.603 -0.225
H 4.800 -0.281 2.335 -0.749 0.053 -0.394
H 4.444 2.036 1.496 -0.536 -0.383 0.041
H 2.158 2.699 0.670 -0.048 -0.431 0.170
H -0.141 1.124 3.429 -0.406 -0.183 -0.291
H -0.993 -0.331 2.845 0.116 0.309 0.088
H -2.190 1.963 4.308 0.330 -0.231 -0.041
H -2.877 0.376 3.969 0.200 0.359 -0.255
H -3.920 1.236 2.052 -0.198 -0.085 -0.264
H -3.634 2.753 2.900 -0.043 0.219 -0.796
H -2.598 2.118 0.288 0.182 -0.121 0.275
H -1.755 3.259 1.342 -0.268 -0.290 0.036
```
Forces are in eV/Å.

These are the Mulliken partial charges, in e, on atoms 1 to 6: -0.59, -0.45, 0.59, 0.20, -0.83, -0.29

=====

Molecular formula: C20H50MnN2O4Si2
Method: DFT, ωB97M-V with the def2-TZVPD basis set

spin multiplicity: 6
E_tot: -79793.5137 eV
Kohn-Sham gap (alpha / beta): 7.07 / 7.09 eV
energy above the lowest of the compared OMol25 structures with the same formula, charge and spin: 0.0 kcal per mole
HOMO (alpha / beta): -6.989 / -7.149 eV

Structure (XYZ):
```
79
Properties=species:S:1:pos:R:3:forces:R:3
O -1.465 -1.898 -2.558 0.610 -0.453 -2.047
O 0.896 1.621 -6.503 0.561 0.372 0.477
C -0.451 -2.861 -3.044 -0.411 0.918 -0.030
C -1.048 -4.233 -3.231 -0.071 -0.308 0.410
H 0.347 -2.835 -2.284 -0.048 -0.218 -0.316
H -0.056 -2.461 -3.983 0.157 -0.218 0.333
H -1.313 -4.678 -2.262 -0.160 0.166 -0.260
H -0.314 -4.899 -3.678 0.175 -0.014 -0.102
H -1.928 -4.228 -3.884 0.128 0.151 0.197
C -1.884 -0.870 -3.549 0.178 0.133 0.337
C -1.692 -1.190 -5.027 0.126 0.020 -0.226
H -1.271 0.016 -3.314 -0.440 -0.171 -0.029
H -2.948 -0.666 -3.337 0.605 -0.242 0.081
H -0.681 -0.917 -5.374 -0.379 -0.235 0.096
H -2.390 -0.545 -5.587 0.229 -0.251 0.199
H -1.907 -2.232 -5.303 -0.027 0.325 0.141
C 0.482 2.539 -5.489 -0.162 0.099 0.042
C 2.252 1.217 -6.323 0.059 -0.322 0.003
C -0.975 2.904 -5.718 -0.062 -0.029 0.243
H 1.088 3.466 -5.511 0.042 -0.422 -0.109
H 0.605 2.086 -4.480 0.014 0.154 -0.418
H -1.169 3.215 -6.748 0.165 -0.138 0.074
H -1.257 3.743 -5.069 0.060 -0.230 -0.038
H -1.616 2.052 -5.472 -0.027 0.134 -0.130
C 2.735 0.479 -7.562 -0.091 -0.003 0.040
H 2.328 0.539 -5.441 -0.055 0.374 -0.304
H 2.927 2.077 -6.135 -0.457 -0.111 0.000
H 2.132 -0.420 -7.739 0.139 0.177 0.005
H 3.779 0.186 -7.416 -0.115 -0.074 -0.012
H 2.694 1.111 -8.456 -0.100 -0.049 0.197
H 2.275 1.234 -1.447 -0.200 -0.097 0.016
Mn -1.192 -1.606 -0.550 0.368 0.794 1.944
C 2.957 0.711 -2.120 -0.537 -0.830 -0.207
Si 4.679 1.034 -1.545 0.084 0.597 -0.078
H 2.739 -0.374 -2.063 -0.050 0.436 0.030
H 2.726 1.027 -3.142 0.165 0.096 0.073
C 5.968 0.329 -2.703 0.081 -0.199 -0.031
C 4.847 0.273 0.175 0.007 0.107 0.037
C 4.861 2.918 -1.589 -0.021 -0.008 0.304
C -3.210 -1.826 -0.081 0.453 -0.805 -0.060
Si -4.002 -0.156 -0.256 0.270 -0.525 0.051
H -3.297 -2.327 0.905 -0.184 0.481 -0.398
H -3.433 -2.592 -0.860 -0.304 0.526 0.348
C -5.554 -0.351 -1.301 -0.300 0.100 0.173
C -3.010 1.207 -1.114 0.011 0.131 -0.026
C -4.305 0.481 1.481 -0.214 0.062 0.008
H 4.742 3.292 -2.622 0.115 -0.186 0.360
H 5.846 3.220 -1.212 -0.157 0.103 -0.133
H 4.091 3.414 -0.971 0.296 -0.210 -0.207
H 5.932 -0.765 -2.719 0.051 0.073 -0.008
H 6.976 0.630 -2.390 -0.139 -0.059 -0.099
H 5.801 0.681 -3.727 0.062 0.001 0.129
H 4.336 -0.705 0.221 0.129 0.389 -0.024
H 4.409 0.941 0.939 0.178 -0.339 -0.236
H 5.904 0.101 0.414 -0.176 0.089 0.100
H -2.586 0.904 -2.080 -0.202 0.275 0.361
H -2.172 1.589 -0.513 -0.426 -0.137 -0.234
H -3.696 2.045 -1.313 0.056 -0.152 0.023
H -5.143 1.189 1.460 0.190 -0.035 0.232
H -3.407 0.990 1.861 -0.255 -0.101 -0.073
H -4.547 -0.353 2.150 -0.047 0.220 -0.038
H -6.339 0.311 -0.904 0.039 -0.175 -0.332
H -5.902 -1.391 -1.262 -0.043 0.285 -0.022
H -5.351 -0.082 -2.348 -0.147 -0.028 0.196
C 1.517 -1.576 3.162 0.521 0.473 0.951
C 0.643 -1.190 2.025 -0.627 -1.343 -1.951
N 0.225 -2.150 1.195 1.071 0.605 1.135
O 0.858 -3.337 1.619 -0.414 -1.156 -0.426
C 0.396 0.147 1.579 -1.263 0.005 -1.636
C 0.967 1.366 2.228 0.329 0.262 0.221
N -0.217 0.154 0.354 1.614 1.670 0.988
O -0.174 1.246 -0.326 -0.043 -0.768 0.542
H 1.060 -2.344 3.800 0.051 0.134 -0.358
H 1.756 -0.723 3.808 -0.169 -0.046 -0.258
H 2.481 -1.979 2.807 -0.446 0.060 -0.027
H 0.666 -3.983 0.926 -0.087 0.188 0.219
H 2.056 1.438 2.061 -0.264 -0.016 0.040
H 0.536 2.294 1.841 -0.094 -0.361 -0.124
H 0.810 1.361 3.319 0.026 -0.120 -0.349
```
Forces are in eV/Å.

These are the Mulliken partial charges, in e, on atoms 1 to 6: -0.14, -0.38, -0.14, -1.31, 0.27, 0.42

=====

Molecular formula: C7H8BrN4
Method: DFT, ωB97M-V with the def2-TZVPD basis set

charge: +1
E_tot: -83379.4017 eV
Kohn-Sham gap (alpha / beta): 7.76 / 7.77 eV
energy above the lowest of the compared OMol25 structures with the same formula, charge and spin: 56.4 kcal per mole
HOMO (alpha / beta): -11.422 / -11.425 eV

Structure (XYZ):
```
20
Properties=species:S:1:pos:R:3:forces:R:3
C -1.529 -1.909 0.503 -0.729 3.043 0.116
C -1.780 -0.576 0.109 -0.962 -2.638 1.401
C 0.170 -1.157 -0.780 -1.686 0.653 -0.833
C -0.268 2.203 -0.642 -0.246 -1.276 -2.414
C 0.290 2.128 0.665 0.993 -0.749 2.765
C -0.711 1.108 -1.310 -0.015 2.271 1.062
C 1.241 1.289 0.984 2.628 -1.520 0.127
N -0.788 -0.144 -0.708 2.387 -3.053 1.024
N -0.361 -2.198 -0.085 1.209 0.559 -1.852
N 1.827 -0.905 0.775 0.297 0.066 0.403
N 2.213 0.388 0.951 -1.554 1.718 -1.854
Br -3.314 0.377 0.369 -0.512 0.529 0.305
H -1.953 -2.559 1.270 -0.189 0.400 -0.599
H -0.210 3.167 -1.114 -0.593 0.260 -0.350
H -0.140 2.703 1.497 -0.014 0.055 -0.496
H -1.336 1.114 -2.157 -0.138 0.699 -1.374
H 0.019 -3.106 -0.039 0.823 -0.827 -0.005
H 2.582 -1.595 0.626 0.299 1.225 0.532
H 0.852 -1.111 -1.664 -0.359 -0.545 1.413
H 3.195 0.781 0.748 -1.637 -0.870 0.631
```
Forces are in eV/Å.

These are the Mulliken partial charges, in e, on atoms 1 to 6: -0.28, 0.05, -0.07, -0.03, -0.57, -0.78

=====

Molecular formula: C44H65Zr
Method: DFT, ωB97M-V with the def2-TZVPD basis set

charge: -1
E_tot: -47962.0747 eV
Kohn-Sham gap: 3.57 eV
energy above the lowest of the compared OMol25 structures with the same formula, charge and spin: 0.0 kcal per mole
HOMO: -1.323 eV

Structure (XYZ):
```
110
Properties=species:S:1:pos:R:3:forces:R:3
C 1.099 -2.064 2.931 0.490 0.471 0.003
C 0.106 -2.980 2.297 -0.812 -1.252 0.013
C 0.312 -4.387 2.077 -0.682 1.459 0.370
C 1.583 -5.117 2.280 0.536 -0.230 -0.129
C -0.945 -5.007 1.934 -0.461 1.029 0.197
C -1.162 -6.474 1.906 -0.137 -0.554 -0.120
C -1.954 -4.022 2.051 1.479 0.409 0.111
C -3.378 -4.296 2.339 -0.807 -0.063 -0.244
C -1.324 -2.728 2.180 0.580 -1.229 0.497
C -2.003 -1.499 2.679 -0.332 0.477 0.299
Zr -0.260 -2.212 0.027 -0.737 -0.413 0.395
C 0.291 0.024 -0.004 0.047 -0.729 0.003
C 1.598 -3.200 -0.612 0.876 -0.479 -0.267
C -1.099 -2.751 -2.157 -0.945 -0.187 0.284
C -0.157 -2.275 -3.220 0.266 0.092 -0.258
C -1.426 -4.121 -1.856 -0.396 1.301 -0.315
C -0.757 -5.306 -2.455 0.179 -0.419 0.022
C -2.653 -4.130 -1.146 0.379 0.777 -0.052
C -3.464 -5.351 -0.901 -0.014 -0.590 0.192
C -3.037 -2.799 -0.883 0.904 -0.059 -0.817
C -4.335 -2.335 -0.342 -0.415 0.235 0.349
C -2.092 -1.913 -1.513 0.086 -1.191 -0.484
C -2.356 -0.482 -1.840 -0.328 0.501 0.047
H 1.596 -2.565 3.780 -0.153 0.174 -0.258
H 1.897 -1.749 2.238 -0.061 0.082 0.220
H 0.610 -1.158 3.321 0.227 -0.224 -0.172
H 1.568 -5.690 3.225 -0.043 0.179 -0.277
H 1.766 -5.834 1.468 0.085 0.112 0.147
H 2.435 -4.431 2.329 -0.081 -0.141 -0.036
H -1.344 -6.874 2.917 0.018 0.064 -0.220
H -2.035 -6.723 1.291 0.208 -0.152 0.217
H -0.292 -7.012 1.503 -0.241 0.136 0.039
H -3.532 -4.530 3.409 0.162 0.101 -0.306
H -4.017 -3.436 2.106 0.111 -0.193 0.079
H -4.401 -5.170 -0.361 0.301 0.091 -0.145
H -2.118 -1.556 3.776 -0.054 0.160 -0.224
H -1.447 -0.575 2.455 -0.184 -0.259 0.065
H -3.008 -1.389 2.245 0.270 0.038 0.152
H 0.061 0.566 -0.935 0.005 -0.156 0.254
H -0.181 0.597 0.813 0.067 -0.113 -0.204
H 1.382 0.125 0.134 -0.251 -0.037 0.020
H 1.413 -4.077 -1.253 0.055 0.225 0.149
H 2.242 -2.521 -1.195 -0.209 -0.089 0.062
H 2.202 -3.568 0.233 -0.077 0.229 -0.224
H -0.713 -1.750 -4.015 0.173 -0.128 0.223
H 0.605 -1.573 -2.846 -0.099 -0.159 -0.176
H 0.361 -3.127 -3.686 -0.035 0.305 0.204
H -0.609 -5.181 -3.538 -0.047 -0.042 0.270
H 0.230 -5.492 -2.013 -0.102 -0.030 -0.092
H -1.358 -6.211 -2.294 0.160 0.195 -0.074
H -3.732 -5.807 -1.868 0.054 -0.012 0.267
H -2.883 -6.088 -0.328 -0.295 0.065 -0.223
H -3.758 -5.153 1.770 0.033 0.128 0.144
H -4.908 -1.834 -1.137 0.096 -0.034 0.245
H -4.953 -3.153 0.050 0.194 0.203 -0.105
H -4.180 -1.610 0.468 -0.213 -0.052 -0.192
H -3.237 -0.394 -2.497 0.170 0.003 0.133
H -2.562 0.106 -0.934 0.056 0.062 -0.316
H -1.512 -0.016 -2.360 -0.194 -0.051 0.157
C 4.657 -0.639 -0.518 0.129 -0.383 -0.084
C 4.314 0.772 -0.171 -0.091 0.563 0.179
C 3.548 1.052 0.962 0.116 0.112 -0.221
C 3.101 2.343 1.250 0.183 -0.176 -0.326
C 2.151 2.489 2.410 -0.190 -0.194 0.584
C 3.504 3.403 0.419 0.111 0.118 0.216
C 3.020 4.821 0.666 -0.557 0.078 -0.314
C 3.632 5.435 1.927 0.171 0.014 0.011
C 1.471 4.931 0.662 0.209 0.150 1.082
C 0.739 4.132 -0.340 0.053 -0.341 -1.237
C -0.546 4.478 -0.804 0.730 -0.071 0.419
C -0.884 4.276 -2.191 -0.900 0.048 0.124
C 0.165 3.963 -3.212 0.018 -0.216 -0.151
C -2.197 4.432 -2.609 0.148 0.039 0.712
C -3.203 4.842 -1.722 0.008 -0.106 -0.135
C -4.623 4.937 -2.177 -0.216 0.007 -0.122
C -2.847 5.185 -0.417 0.293 0.013 -0.369
C -1.549 5.069 0.051 -0.294 0.132 -0.932
C -1.281 5.521 1.450 -0.151 0.118 0.463
C 4.371 3.150 -0.659 -0.303 -0.052 0.191
C 4.902 4.270 -1.516 0.104 0.137 -0.354
C 4.729 1.841 -0.968 -0.118 -0.245 0.287
H 5.374 -0.666 -1.344 -0.041 -0.091 0.081
H 5.094 -1.165 0.340 -0.044 0.032 -0.151
H 3.767 -1.204 -0.825 0.201 0.138 0.069
H 3.254 0.234 1.627 0.050 0.173 -0.194
H 2.230 3.442 2.940 -0.098 -0.316 -0.249
H 1.102 2.356 2.094 0.351 0.203 -0.120
H 2.355 1.701 3.150 0.000 0.100 -0.183
H 3.359 5.452 -0.166 -0.075 -0.278 0.117
H 4.723 5.371 1.872 0.026 0.055 0.078
H 3.360 6.492 2.022 -0.051 -0.116 -0.026
H 3.318 4.920 2.838 0.077 0.158 -0.103
H 1.094 4.621 1.643 0.459 0.616 0.430
H 1.244 6.008 0.552 0.169 -0.248 0.116
H 1.325 3.395 -0.895 -0.103 0.434 -0.199
H -0.315 3.801 -4.184 0.072 -0.050 0.053
H 0.878 4.792 -3.338 0.013 -0.151 0.232
H 0.739 3.065 -2.960 0.049 0.083 -0.095
H -2.447 4.245 -3.651 -0.038 0.031 -0.044
H -5.259 5.265 -1.347 -0.051 -0.033 -0.180
H -4.731 5.654 -3.002 -0.152 -0.033 0.042
H -4.993 3.967 -2.535 -0.118 0.123 0.030
H -3.618 5.564 0.258 0.090 -0.046 -0.108
H -2.196 5.959 1.866 0.066 -0.085 -0.021
H -0.996 4.686 2.103 0.125 0.092 -0.027
H -0.509 6.298 1.503 -0.160 -0.290 0.154
H 5.583 3.861 -2.272 -0.065 0.079 0.125
H 4.103 4.802 -2.054 0.192 -0.154 0.232
H 5.466 5.009 -0.925 -0.198 -0.171 -0.144
H 5.345 1.656 -1.849 -0.064 -0.034 0.160
```
Forces are in eV/Å.

These are the Mulliken partial charges, in e, on atoms 1 to 6: -1.86, 0.83, 1.54, -2.19, -0.02, -2.19

=====

Max |F|? In order: 0.0551; 0.0491; 0.0780; 0.0321 Eh/bohr.